Formula: H8O4
Source: the OMol25 dataset
Level of theory: the ωB97M-V functional and the def2-TZVPD basis

The value obtained for the total energy is -8318.9240 eV. The spin multiplicity is 1. As for the SMILES: O.O.O.O. As for the net charge: 0. The energy relative to the best compared isomer or geometry (same formula, charge and spin) comes out at 1.7520 eV.

CARTESIAN COORDINATES (ANGSTROEM)
O 0.45 -0.76 0.43
H -0.01 -0.52 1.25
H -0.19 -0.62 -0.37
O 3.47 -0.18 -0.21
H 4.05 -0.84 -0.66
H 3.84 0.62 -0.53
O -2.97 -0.51 -0.34
H -2.48 -1.24 -0.04
H -3.89 -0.85 -0.34
O -0.54 1.64 -0.06
H -0.73 2.37 0.52
H -0.99 0.89 0.36